Version a
{
  "formula": "C22H72N6O14",
  "method": "the ωB97M-V functional and the def2-TZVPD basis",
  "orbital_gap_ha": 0.31260,
  "homo_energy_ev": -8.832,
  "total_charge": 0,
  "e_lumo_ev": -0.33,
  "species": ["O", "O", "O", "O", "O", "O", "O", "O", "O", "O", "O", "O", "O", "O", "N", "N", "N", "N", "N", "N", "C", "C", "C", "C", "C", "C", "C", "C", "C", "C", "C", "C", "C", "C", "C", "C", "C", "C", "C", "C", "C", "C", "H", "H", "H", "H", "H", "H", "H", "H", "H", "H", "H", "H", "H", "H", "H", "H", "H", "H", "H", "H", "H", "H", "H", "H", "H", "H", "H", "H", "H", "H", "H", "H", "H", "H", "H", "H", "H", "H", "H", "H", "H", "H", "H", "H", "H", "H", "H", "H", "H", "H", "H", "H", "H", "H", "H", "H", "H", "H", "H", "H", "H", "H", "H", "H", "H", "H", "H", "H", "H", "H", "H", "H"],
  "positions_angstrom": [[2.821, 4.353, 3.351], [-2.215, 1.431, -0.333], [-2.006, 4.975, -2.066], [1.135, -2.016, 5.370], [2.781, -2.202, -2.166], [1.536, -5.811, -2.325], [2.852, 3.155, -1.604], [-0.973, 1.939, 3.386], [-2.620, -0.054, 2.839], [0.747, -1.339, -0.071], [4.129, -3.631, 1.678], [0.684, 2.044, -4.704], [-1.401, -2.827, 0.783], [-1.804, -0.323, -2.362], [-4.755, 0.288, 2.046], [-3.669, 0.951, -3.151], [-1.095, 4.241, -4.088], [-3.336, -0.685, 0.646], [-1.561, 2.712, -2.646], [-3.551, -1.200, -3.552], [0.559, 0.720, -4.131], [0.505, 0.029, 0.199], [-2.713, 2.547, 0.347], [3.378, -2.502, 2.082], [0.929, 4.068, -0.541], [-3.049, -0.215, -2.925], [1.062, -5.771, -1.007], [-0.347, 1.917, 4.629], [3.416, 2.872, 1.511], [1.533, 3.486, -1.839], [-1.586, 3.960, -2.935], [0.358, -1.533, 3.294], [2.448, 3.213, 2.635], [3.446, -1.070, -2.538], [-3.571, -0.176, 1.825], [-0.058, -1.792, 4.700], [-3.968, 2.880, -0.464], [3.615, -2.513, 3.588], [3.429, -0.004, -1.435], [1.383, -4.410, -0.428], [-3.307, -3.923, -0.318], [-1.887, -3.394, -0.427], [4.642, -2.552, 3.965], [0.275, 0.692, -0.705], [-3.426, -4.563, -1.178], [-4.700, 2.109, -0.364], [3.077, -3.250, 4.128], [-4.035, -0.669, -0.079], [2.436, 2.382, 3.338], [0.909, -4.433, 0.603], [-1.245, -4.254, -0.557], [-0.492, -0.902, 5.162], [-1.160, 1.956, -3.259], [-1.981, 3.354, 0.291], [-1.687, 2.394, -1.670], [-3.122, 1.727, -2.741], [1.474, 3.311, 2.220], [-2.456, -1.203, 0.476], [4.287, -3.488, 0.771], [0.019, 4.640, -0.781], [-3.495, -4.458, 0.635], [2.490, 0.476, -1.400], [-4.665, 1.072, -3.268], [0.022, -6.022, -1.054], [1.393, 4.195, -2.633], [-2.675, 0.683, 0.050], [1.586, -6.720, -2.608], [-1.057, 1.617, 5.383], [-3.868, 2.989, -1.578], [3.368, 3.620, 0.741], [-1.551, 1.175, 3.237], [1.414, 0.070, -4.437], [1.079, -0.729, 3.220], [1.338, -1.440, -0.836], [1.582, 4.769, -0.036], [0.351, 1.164, 4.598], [1.406, 0.403, 0.570], [-0.364, 0.095, 0.918], [0.633, 0.701, -3.072], [-2.909, 2.428, 1.415], [-5.472, 0.372, 1.285], [0.743, 3.311, 0.221], [3.267, -1.588, 4.077], [4.236, 0.735, -1.589], [2.041, -2.299, -2.807], [2.405, -4.373, -0.401], [-4.881, 0.730, 2.939], [0.192, 2.830, 4.755], [3.345, 3.103, -2.447], [-0.301, 3.702, -4.326], [-0.732, -2.663, 4.732], [-1.585, -2.708, -1.219], [3.051, -0.707, -3.472], [0.964, 2.560, -2.059], [-3.074, -2.111, -3.516], [4.398, 2.821, 1.843], [3.650, -0.459, -0.459], [-0.549, -1.275, 2.712], [0.763, -3.722, -0.971], [-0.640, -2.248, 0.553], [2.651, 5.073, 2.722], [-4.035, -3.123, -0.276], [1.526, -6.697, -0.466], [0.853, 1.958, -5.681], [3.666, -1.574, 1.610], [2.375, -2.573, 1.676], [1.238, -2.970, 5.446], [-4.491, 3.776, -0.106], [3.147, 1.872, 1.084], [-1.160, 5.219, -4.430], [4.472, -1.242, -2.644], [-4.599, -1.223, -3.780], [0.757, -2.476, 3.064], [-0.385, 0.243, -4.387]]
}

Version b
{
  "formula": "C22H72N6O14",
  "method": "the ωB97M-V functional and the def2-TZVPD basis",
  "orbital_gap_ha": 0.31605,
  "homo_energy_ev": -8.400,
  "total_charge": 0,
  "e_lumo_ev": 0.20,
  "species": ["O", "O", "O", "O", "O", "O", "O", "O", "O", "O", "O", "O", "O", "O", "N", "N", "N", "N", "N", "N", "C", "C", "C", "C", "C", "C", "C", "C", "C", "C", "C", "C", "C", "C", "C", "C", "C", "C", "C", "C", "C", "C", "H", "H", "H", "H", "H", "H", "H", "H", "H", "H", "H", "H", "H", "H", "H", "H", "H", "H", "H", "H", "H", "H", "H", "H", "H", "H", "H", "H", "H", "H", "H", "H", "H", "H", "H", "H", "H", "H", "H", "H", "H", "H", "H", "H", "H", "H", "H", "H", "H", "H", "H", "H", "H", "H", "H", "H", "H", "H", "H", "H", "H", "H", "H", "H", "H", "H", "H", "H", "H", "H", "H", "H"],
  "positions_angstrom": [[2.641, -0.476, -1.751], [-3.286, 5.176, 1.456], [-0.721, -2.918, -1.002], [1.662, 2.995, -0.035], [0.948, -0.652, 5.937], [0.907, -3.147, -2.934], [-3.110, 2.393, 3.441], [-1.557, -0.553, -4.828], [2.346, 3.068, -2.673], [-0.943, -1.019, 1.483], [2.563, 0.247, 1.667], [2.236, -2.606, -0.062], [-3.112, 0.947, 0.449], [-2.366, -3.583, 2.519], [0.066, -0.402, -0.601], [0.170, 1.025, 1.025], [1.535, 0.699, 4.061], [-1.913, 0.396, 3.873], [-0.779, 2.197, 3.545], [0.458, -1.189, 3.811], [3.524, 1.290, 1.956], [-2.812, -2.557, -2.100], [-4.288, 1.608, -1.507], [-1.913, 3.996, 0.035], [4.039, -3.251, -1.394], [4.781, 0.185, -2.523], [-0.280, -0.093, 0.612], [2.947, -3.747, -0.584], [1.033, -0.398, 4.641], [2.517, 5.015, 1.116], [-3.399, 0.554, -0.856], [-0.198, -0.774, -4.517], [-3.328, 4.139, 0.491], [-2.115, -2.829, -0.790], [1.304, 4.222, 0.653], [-1.951, 1.660, 3.631], [3.797, 0.223, -1.420], [-0.110, 2.455, -2.367], [1.179, 2.408, -3.173], [-2.986, -5.793, 3.778], [-3.275, -4.295, 3.335], [0.453, -4.358, -3.444], [-2.012, -5.954, 4.216], [-0.750, 3.204, 3.350], [2.274, 5.800, 1.859], [1.856, 0.560, 1.147], [-4.570, 1.395, -2.446], [3.305, -4.188, 0.310], [-0.409, -1.318, -0.859], [-2.763, -2.806, 2.168], [1.407, 1.372, -3.406], [4.118, 1.404, 1.061], [-3.732, -6.150, 4.507], [0.901, -0.031, -1.068], [5.744, 0.707, -2.336], [-2.561, -3.714, -0.292], [-3.060, -6.492, 2.984], [0.335, -2.847, -2.192], [0.995, -4.584, -4.339], [2.648, -1.237, -1.160], [-5.194, 1.815, -0.970], [0.131, 1.771, 3.878], [-0.027, -1.791, -4.894], [4.699, -2.634, -0.806], [-0.594, -4.232, -3.640], [-4.087, 4.355, -0.266], [-2.773, -0.235, 4.059], [0.438, 0.005, -4.906], [2.910, 5.543, 0.262], [3.114, 2.375, 2.132], [-3.912, 4.996, 2.173], [-2.429, -1.966, -0.165], [-0.305, 3.500, -2.153], [-1.304, 3.720, 0.953], [0.579, 4.821, 0.095], [3.680, -2.647, -2.228], [0.768, 2.909, -4.095], [4.630, -4.097, -1.803], [-3.496, -3.656, 4.214], [-1.052, -0.192, 3.877], [1.877, 3.192, -0.970], [-2.482, 0.427, -1.464], [-3.883, -2.366, -1.873], [-0.041, -0.857, -3.401], [-3.775, -0.440, -0.812], [-0.084, 1.799, -1.505], [-0.162, 1.382, 1.914], [-0.888, 2.067, -2.918], [-2.203, 1.186, 0.459], [-0.128, -2.026, 4.237], [3.560, 1.255, -1.168], [-0.343, -3.478, -0.344], [2.104, 1.385, 4.611], [-3.683, 2.435, -1.689], [-1.813, 3.308, -0.794], [5.077, -0.865, -2.741], [4.440, 0.652, -3.426], [0.185, -1.135, 2.796], [3.040, 3.104, -3.348], [4.176, -0.256, -0.542], [-2.860, -3.471, -2.756], [0.672, 1.752, 0.506], [-1.729, -0.702, -5.756], [-4.185, -4.293, 2.762], [-3.572, 3.236, 1.042], [-1.623, 4.987, -0.203], [0.630, -5.102, -2.676], [4.087, 0.995, 2.826], [3.378, 4.452, 1.496], [2.231, -4.355, -1.150], [1.649, -2.824, 0.674], [0.765, 4.059, 1.562], [-2.362, -1.779, -2.624], [1.781, 0.538, 3.103]]
}

Stability, highest: version b

Version a
{
  "formula": "C19H21N3O4",
  "method": "the ωB97M-V functional and the def2-TZVPD basis",
  "smiles": "COc1ccc(OCC(=O)Nc2ncc3c(n2)CC(C)(C)CC3=O)cc1",
  "orbital_gap_ha": 0.29539,
  "homo_energy_ev": -8.109,
  "total_charge": 0,
  "e_lumo_ev": -0.07,
  "species": ["O", "O", "O", "O", "N", "N", "N", "C", "C", "C", "C", "C", "C", "C", "C", "C", "C", "C", "C", "C", "C", "C", "C", "C", "C", "C", "H", "H", "H", "H", "H", "H", "H", "H", "H", "H", "H", "H", "H", "H", "H", "H", "H", "H", "H", "H", "H"],
  "positions_angstrom": [[-1.388, -1.288, 0.918], [2.999, 3.407, -0.191], [-3.876, -1.274, -1.559], [2.128, -4.663, -1.674], [-1.154, 1.197, 0.245], [-0.074, 1.123, -1.862], [-2.041, 0.010, -1.548], [1.642, -2.936, -0.172], [1.177, -3.879, -1.092], [0.062, 4.796, 1.832], [-0.159, 1.908, 0.749], [-1.071, -3.104, -0.695], [2.035, 3.254, 1.997], [-2.957, -0.803, -0.932], [0.957, 2.240, -0.032], [2.091, 3.015, 0.506], [0.614, 3.537, 2.505], [0.765, -2.094, 0.470], [-0.272, 2.330, 2.174], [-2.731, -1.119, 0.543], [-1.048, 0.795, -1.012], [0.646, 3.746, 4.020], [-0.186, -3.953, -1.344], [0.917, 1.836, -1.367], [1.716, -5.636, -2.603], [-0.606, -2.169, 0.216], [-3.086, -0.274, 1.140], [2.420, 2.350, 2.479], [1.046, -6.371, -2.146], [2.710, 4.075, 2.244], [1.261, 4.606, 4.272], [1.118, -1.363, 1.180], [-0.933, 5.023, 2.209], [0.023, 1.473, 2.789], [1.718, 2.096, -2.045], [-1.320, 2.534, 2.399], [-0.001, 4.669, 0.753], [1.222, -5.183, -3.469], [1.056, 2.873, 4.524], [-0.358, 3.920, 4.399], [2.627, -6.135, -2.930], [2.702, -2.882, 0.017], [-3.333, -2.007, 0.782], [0.708, 5.647, 2.035], [-2.123, -3.193, -0.916], [-2.064, 0.004, -2.563], [-0.586, -4.667, -2.046]]
}

Version b
{
  "formula": "C19H21N3O4",
  "method": "the ωB97M-V functional and the def2-TZVPD basis",
  "smiles": "COc1ccc(-c2noc(CN(C(=O)c3ccoc3C)C(C)C)n2)cc1",
  "orbital_gap_ha": 0.33808,
  "homo_energy_ev": -8.464,
  "total_charge": 0,
  "e_lumo_ev": 0.74,
  "species": ["O", "O", "O", "O", "N", "N", "N", "C", "C", "C", "C", "C", "C", "C", "C", "C", "C", "C", "C", "C", "C", "C", "C", "C", "C", "C", "H", "H", "H", "H", "H", "H", "H", "H", "H", "H", "H", "H", "H", "H", "H", "H", "H", "H", "H", "H", "H"],
  "positions_angstrom": [[0.765, 0.503, -0.698], [4.512, -0.186, -1.252], [-6.851, 0.719, -0.242], [3.195, 3.516, 0.437], [2.966, -1.029, 0.167], [-0.501, 0.847, -1.067], [-0.582, -0.455, 0.738], [-2.727, 0.364, -0.195], [-3.468, -0.276, 0.793], [-1.286, 0.266, -0.195], [2.866, 2.681, -1.836], [1.869, -0.793, 1.071], [1.818, -2.727, -1.214], [3.441, -3.406, 0.602], [-5.506, 0.557, -0.165], [-3.389, 1.105, -1.177], [-7.666, 0.111, 0.731], [0.651, -0.273, 0.384], [-4.760, 1.198, -1.161], [3.080, -2.351, -0.442], [3.535, 3.060, 1.656], [3.755, 1.721, 1.622], [3.536, 1.324, 0.269], [3.212, 2.470, -0.410], [3.717, -0.011, -0.348], [-4.846, -0.184, 0.812], [3.718, -4.329, 0.102], [2.603, -3.621, 1.264], [-7.566, -0.979, 0.715], [-5.394, -0.690, 1.590], [4.285, -3.071, 1.200], [4.073, 1.100, 2.436], [-2.949, -0.847, 1.547], [-7.438, 0.483, 1.735], [-8.688, 0.382, 0.470], [1.584, -1.960, -1.949], [1.795, 2.555, -1.994], [3.394, 1.951, -2.444], [-2.808, 1.598, -1.940], [-5.291, 1.766, -1.908], [0.965, -2.850, -0.548], [1.601, -1.719, 1.582], [3.911, -2.255, -1.149], [1.978, -3.665, -1.739], [3.589, 3.775, 2.453], [2.157, -0.061, 1.833], [3.145, 3.687, -2.139]]
}

Stability, highest: version a